(1)
139
Properties=species:S:1:pos:R:3:mulliken_charge:R:1 method="wB97M-V/def2-TZVPD" charge=+1 de_lowest_kj_mol=0.00 mol_weight_g_mol=959.12 orbital_gap_ha=0.3312 spin_multiplicity=1
C -3.29 -1.97 1.05 -1.211
C -3.44 -0.49 0.66 -0.576
C -2.84 -0.09 -0.71 -0.160
F -2.27 -1.18 -1.37 -0.457
C -1.76 1.05 -0.64 0.585
C -1.92 1.93 -1.91 -1.500
C -0.99 1.36 -2.97 -0.753
N 0.38 1.63 -2.50 -0.371
C 0.57 1.14 -1.22 0.690
N 1.70 1.40 -0.63 0.559
C 2.81 2.16 -1.21 -0.353
C 4.15 1.67 -0.65 -0.456
C 5.23 2.23 -1.58 -1.424
I 4.30 -0.49 -0.84 0.050
N -0.44 0.41 -0.66 0.493
C -0.04 -0.31 0.54 -2.286
C -0.13 0.50 1.86 0.171
C 1.12 0.34 2.71 -0.689
O 2.22 0.54 2.26 -0.523
N 0.99 -0.01 4.10 0.064
C 0.51 1.14 4.81 0.367
C 1.05 2.40 4.61 -0.033
C 0.55 3.50 5.28 -0.665
C -0.49 3.39 6.17 -0.558
C -1.01 2.12 6.40 -0.616
C -0.52 1.03 5.73 -0.463
H -2.40 -2.08 1.67 0.246
H -4.13 -2.27 1.68 0.276
H -3.29 -2.65 0.19 0.394
H -3.04 0.17 1.44 0.140
H -4.52 -0.28 0.61 0.464
H -3.67 0.21 -1.35 0.571
H -1.94 1.71 0.22 0.540
H -2.96 2.00 -2.23 0.652
H -1.61 2.94 -1.62 0.362
H -1.19 0.31 -3.19 0.132
H -1.15 1.95 -3.88 0.651
H 1.05 1.17 -3.11 0.354
H 1.85 1.08 0.33 -0.479
H 2.87 2.05 -2.29 0.174
H 2.67 3.20 -0.91 0.142
H 4.31 1.98 0.38 0.406
H 6.22 1.87 -1.31 0.455
H 5.04 1.89 -2.60 0.564
H 5.18 3.33 -1.62 0.335
H -0.64 -1.22 0.65 0.384
H 0.99 -0.65 0.43 0.829
H -1.01 0.24 2.45 0.504
H -0.24 1.57 1.66 0.360
H 0.25 -0.70 4.22 0.409
H 1.86 2.54 3.90 0.416
H 0.99 4.48 5.11 0.391
H -0.91 4.25 6.69 0.421
H -1.81 2.03 7.13 0.386
H -0.98 0.07 5.95 0.346
C 3.80 -2.06 4.21 -0.470
C 4.79 -1.31 5.10 -0.155
C 5.79 -2.24 5.79 -0.385
C 5.08 -3.20 6.66 0.268
N 4.51 -3.94 7.33 -0.515
H 3.19 -2.75 4.79 0.425
H 3.14 -1.35 3.71 -0.462
H 4.33 -2.63 3.44 0.366
H 4.23 -0.74 5.85 0.314
H 5.34 -0.59 4.49 0.067
H 6.48 -1.67 6.41 0.379
H 6.37 -2.79 5.06 0.193
C 8.74 -5.19 6.30 -1.226
C 7.40 -5.72 5.79 -0.106
C 7.48 -7.18 5.31 -0.497
C 8.44 -7.30 4.20 0.196
N 9.19 -7.40 3.33 -0.414
H 9.49 -5.18 5.52 0.378
H 8.62 -4.17 6.66 0.298
H 9.11 -5.80 7.13 0.341
H 7.05 -5.09 4.97 0.131
H 6.66 -5.66 6.58 0.259
H 6.51 -7.52 4.96 0.302
H 7.80 -7.83 6.12 0.319
C -8.65 -4.69 -0.01 -1.168
C -7.14 -4.85 0.17 -0.509
C -6.56 -3.93 1.25 -0.192
C -6.79 -2.52 0.91 0.278
N -6.98 -1.42 0.63 -0.511
H -8.90 -3.68 -0.33 0.349
H -9.02 -5.38 -0.76 0.347
H -9.18 -4.89 0.93 0.300
H -6.65 -4.66 -0.78 0.291
H -6.93 -5.89 0.44 0.335
H -5.49 -4.10 1.35 0.213
H -7.03 -4.14 2.22 0.323
C 1.69 3.10 -7.02 -1.158
C 1.10 4.17 -6.12 -0.051
C 2.16 5.06 -5.47 -0.529
C 3.06 4.27 -4.62 0.249
N 3.76 3.63 -3.97 -0.386
H 2.32 2.41 -6.46 0.317
H 0.90 2.51 -7.49 0.324
H 2.29 3.54 -7.82 0.341
H 0.49 3.70 -5.34 -0.046
H 0.42 4.80 -6.71 0.334
H 1.69 5.82 -4.84 0.293
H 2.75 5.57 -6.23 0.333
C -4.86 1.00 -5.40 -0.882
C -4.37 -0.43 -5.63 -0.472
C -2.87 -0.50 -5.91 0.663
C -2.53 0.26 -7.12 0.189
N -2.28 0.86 -8.07 -0.491
H -4.71 1.62 -6.29 0.398
H -5.92 1.01 -5.18 0.236
H -4.33 1.47 -4.57 0.069
H -4.92 -0.86 -6.45 0.361
H -4.59 -1.02 -4.74 0.339
H -2.56 -1.54 -6.05 0.424
H -2.30 -0.09 -5.08 -0.649
C -9.81 0.37 -5.75 -1.123
C -9.53 0.35 -7.25 -0.417
C -9.11 -1.04 -7.75 -0.448
C -7.87 -1.47 -7.08 0.281
N -6.90 -1.81 -6.56 -0.480
H -8.92 0.13 -5.17 0.304
H -10.14 1.37 -5.44 0.323
H -10.60 -0.34 -5.49 0.336
H -8.75 1.08 -7.48 0.287
H -10.43 0.66 -7.79 0.326
H -8.93 -1.01 -8.83 0.275
H -9.89 -1.77 -7.56 0.296
C 5.62 5.24 3.25 -1.465
C 4.74 4.01 3.45 -0.148
C 5.55 2.72 3.63 0.257
C 6.38 2.45 2.45 0.236
N 7.03 2.23 1.53 -0.538
H 6.23 5.15 2.34 0.362
H 5.01 6.13 3.15 0.405
H 6.30 5.38 4.09 0.337
H 4.07 3.90 2.59 0.083
H 4.11 4.16 4.33 0.325
H 4.87 1.87 3.79 -0.282
H 6.19 2.80 4.51 0.482



(2)
159
Properties=species:S:1:pos:R:3:mulliken_charge:R:1 method="wB97M-V/def2-TZVPD" mol_weight_g_mol=1609.85 orbital_gap_ha=0.1982 spin_multiplicity=1
C -3.80 0.14 5.06 -1.403
C -5.23 -0.05 4.37 -0.491
C -5.60 -1.59 4.32 0.764
C -6.88 -1.96 5.21 -1.507
C -5.68 -2.19 2.88 0.714
C -5.31 -3.46 2.55 0.897
C -4.81 -4.45 3.65 -0.761
I -2.65 -4.22 3.99 0.018
C -5.22 -5.95 3.42 -0.448
C -4.20 -6.75 2.47 -1.091
C -5.42 -3.86 1.03 -0.364
O -5.83 -4.92 0.63 -0.536
C -4.99 -2.71 0.04 1.760
C -4.16 -3.02 -1.21 -1.795
I -2.03 -3.31 -0.82 0.139
C -4.64 -3.12 -2.48 0.549
C -6.16 -2.92 -2.78 -0.673
I -3.22 -3.53 -4.08 0.028
C -5.40 -1.44 0.36 0.780
C -5.12 -0.17 -0.50 -0.899
C -3.60 0.15 -0.74 -0.824
C -2.88 0.45 0.64 0.147
S -1.61 1.76 0.32 -0.247
C 0.01 0.98 0.49 0.286
S 0.21 -0.18 1.67 -0.153
N 1.15 1.35 -0.33 0.263
C 2.41 1.03 0.34 -0.070
C 3.21 -0.15 0.05 0.162
C 4.47 -0.36 0.75 -0.765
C 4.93 0.58 1.78 -0.462
C 4.11 1.76 2.06 -0.532
C 2.86 2.00 1.36 -0.221
C 1.07 0.79 -1.66 -0.062
C 1.53 1.62 -2.79 -0.686
C 1.50 1.16 -4.16 -0.432
C 0.96 -0.17 -4.52 -0.556
C 0.47 -0.98 -3.39 -0.580
C 0.53 -0.52 -2.00 0.489
C -6.21 -1.29 1.70 -1.107
O -7.14 -0.52 1.81 -0.566
H -2.99 -0.38 4.49 0.292
H -3.82 -0.10 6.15 0.328
H -3.58 1.24 4.97 0.428
H -5.96 0.53 4.98 0.403
H -5.14 0.44 3.37 -0.031
H -4.74 -2.13 4.82 0.035
H -7.04 -1.14 5.96 0.467
H -6.61 -2.87 5.82 0.277
H -7.78 -2.19 4.60 0.289
H -5.27 -4.14 4.63 0.248
H -6.20 -5.97 2.86 0.317
H -5.41 -6.49 4.38 0.400
H -3.71 -5.99 1.81 0.260
H -3.49 -7.28 3.15 0.326
H -4.74 -7.46 1.78 0.330
H -6.29 -2.79 -3.88 0.387
H -6.68 -3.85 -2.40 0.224
H -6.50 -2.04 -2.18 0.136
H -5.72 -0.26 -1.45 0.515
H -5.59 0.70 0.06 0.238
H -3.07 -0.60 -1.37 0.145
H -3.57 1.12 -1.33 0.632
H -3.63 0.80 1.41 -0.044
H -2.44 -0.50 1.02 0.217
H 2.86 -0.88 -0.71 0.367
H 5.13 -1.23 0.53 0.370
H 5.90 0.39 2.29 0.414
H 4.46 2.49 2.83 0.328
H 2.27 2.90 1.64 0.340
H 1.96 2.63 -2.57 0.429
H 1.88 1.80 -4.99 0.446
H 0.95 -0.54 -5.57 0.372
H 0.05 -1.98 -3.68 0.279
H 0.16 -1.19 -1.18 0.056
C -8.63 4.82 1.25 -0.778
O -8.70 3.56 1.92 -0.226
P -9.72 3.57 3.29 0.911
O -8.63 3.99 4.25 -0.617
O -9.89 1.95 3.27 -0.325
C -9.18 1.10 2.38 -0.491
O -10.96 3.64 4.46 -0.279
C -12.02 4.55 4.15 -0.783
H -7.96 4.71 0.39 0.231
H -9.62 5.12 0.90 0.312
H -8.22 5.58 1.92 0.321
H -8.11 1.18 2.53 0.246
H -9.45 1.33 1.34 0.243
H -9.48 0.07 2.58 0.326
H -12.51 4.26 3.22 0.336
H -11.63 5.56 4.06 0.345
H -12.75 4.52 4.96 0.238
C 6.40 4.40 -4.35 -0.729
O 5.81 4.70 -5.62 -0.284
P 4.43 5.69 -5.52 0.845
O 3.46 4.54 -5.36 -0.503
O 4.57 6.14 -7.08 -0.292
C 5.53 5.59 -7.97 -0.523
O 3.24 6.90 -5.34 -0.291
C 3.45 7.79 -4.25 -0.763
H 7.28 3.76 -4.52 0.235
H 6.72 5.32 -3.85 0.316
H 5.69 3.86 -3.71 0.294
H 5.39 4.52 -8.09 0.256
H 6.54 5.82 -7.63 0.251
H 5.40 6.06 -8.95 0.280
H 4.39 8.33 -4.38 0.330
H 3.47 7.23 -3.31 0.342
H 2.63 8.51 -4.22 0.235
C -1.53 -3.15 9.64 -0.719
O -2.90 -3.50 9.87 -0.295
P -3.39 -4.92 9.07 0.813
O -3.80 -4.21 7.81 -0.419
O -4.66 -5.12 10.08 -0.273
C -5.03 -4.17 11.07 -0.564
O -3.71 -6.48 8.47 -0.278
C -2.58 -7.36 8.45 -0.767
H -1.31 -2.24 10.20 0.250
H -0.87 -3.94 10.00 0.314
H -1.35 -2.97 8.58 0.276
H -5.28 -3.21 10.62 0.257
H -4.23 -4.06 11.81 0.254
H -5.91 -4.55 11.59 0.249
H -2.20 -7.51 9.47 0.325
H -1.79 -6.94 7.82 0.351
H -2.89 -8.32 8.04 0.237
C 9.58 1.27 -10.96 -0.744
O 8.25 1.71 -11.25 -0.292
P 8.18 3.23 -12.02 0.930
O 8.12 3.99 -10.70 -0.581
O 6.67 2.95 -12.58 -0.286
C 5.93 1.78 -12.26 -0.558
O 8.19 4.66 -12.95 -0.259
C 9.34 4.81 -13.80 -0.760
H 9.53 0.29 -10.48 0.240
H 10.16 1.17 -11.89 0.319
H 10.08 1.97 -10.29 0.310
H 5.75 1.70 -11.18 0.262
H 6.43 0.89 -12.63 0.254
H 4.96 1.85 -12.76 0.259
H 9.38 3.99 -14.52 0.329
H 10.25 4.82 -13.20 0.344
H 9.25 5.75 -14.34 0.231
C 11.96 0.31 2.23 -0.730
O 11.16 -0.77 2.72 -0.298
P 10.02 -1.37 1.60 0.894
O 8.95 -0.40 2.03 -0.559
O 9.88 -2.78 2.42 -0.278
C 10.54 -3.03 3.65 -0.564
O 9.05 -2.05 0.37 -0.242
C 9.60 -1.96 -0.95 -0.781
H 12.65 0.61 3.01 0.245
H 12.54 -0.02 1.36 0.308
H 11.33 1.16 1.95 0.304
H 10.22 -2.33 4.42 0.272
H 11.62 -3.00 3.52 0.248
H 10.26 -4.04 3.97 0.254
H 10.56 -2.48 -1.00 0.332
H 9.74 -0.91 -1.22 0.357
H 8.90 -2.41 -1.65 0.232